Entry 1:
{"formula": "C2H3Cl2N", "method": "ωB97M-V with the def2-TZVPD basis set", "gap_ev": [6.138, 8.468], "e_homo_ha": [-0.201, -0.411], "spin_multiplicity": 3, "fmax_ev_per_a": 4.0, "lumo_ev": [0.66, -2.72], "total_energy_ev": -28649.7196, "symbols": ["H", "Cl", "H", "C", "N", "C", "Cl", "H"], "coordinates": [[1.41, -0.81, -0.74], [-1.59, 1.50, -0.15], [0.27, -0.77, 1.62], [0.70, -0.02, -0.44], [0.39, 0.07, 0.93], [-0.70, 0.07, -0.06], [-1.57, -1.48, -0.18], [1.09, 1.44, -0.97]], "nbo_charge": [0.241, 0.081, 0.374, -0.174, -0.446, -0.013, -0.002, -0.060]}

Entry 2:
{"formula": "C29H59F3O7P", "method": "ωB97M-V with the def2-TZVPD basis set", "gap_ev": 5.379, "e_homo_ha": -0.383, "fmax_ev_per_a": 5.6, "total_charge": 1, "lumo_ev": -5.04, "total_energy_ev": -62790.0785, "symbols": ["C", "C", "H", "H", "C", "H", "C", "H", "H", "F", "H", "H", "C", "F", "C", "C", "C", "H", "C", "H", "H", "H", "C", "H", "H", "P", "H", "C", "H", "O", "H", "H", "C", "H", "H", "C", "H", "H", "C", "H", "C", "C", "F", "H", "C", "C", "C", "C", "H", "H", "H", "C", "C", "H", "H", "H", "H", "H", "C", "C", "C", "O", "H", "H", "H", "C", "H", "H", "O", "H", "H", "C", "O", "C", "H", "H", "H", "O", "H", "H", "H", "C", "H", "H", "H", "O", "O", "H", "H", "H", "H", "H", "H", "H", "H", "H", "H", "H", "H"], "coordinates": [[-4.65, -0.44, 3.20], [-2.83, 0.02, -10.50], [-1.25, -1.02, -11.50], [0.11, -0.83, 3.93], [-2.54, -3.42, -5.35], [-3.71, -5.94, -7.19], [-3.81, 0.97, 1.53], [-4.86, -5.48, -4.75], [5.91, 5.73, 5.88], [6.14, -2.23, 5.37], [-4.60, -4.43, -6.88], [5.60, 7.19, 2.37], [1.30, 4.42, 3.27], [4.41, -1.51, 7.00], [5.33, 7.30, 3.43], [-3.34, -0.01, 2.57], [-0.95, -5.55, -0.05], [6.63, 0.96, 6.48], [-3.48, -1.21, -9.90], [1.54, -1.88, 3.98], [-0.48, -5.80, 0.91], [-4.36, -0.97, -9.30], [6.27, 5.70, 4.84], [1.79, 0.80, 3.47], [-1.55, -3.16, -4.97], [5.68, 0.56, 5.47], [-2.42, -3.58, -7.53], [-2.98, -4.94, -1.06], [-0.69, 0.43, -10.65], [2.36, 3.99, 5.34], [-2.68, -3.16, 0.13], [-4.60, -1.46, 3.59], [-3.74, -5.04, -6.57], [0.30, -0.92, 0.12], [-5.82, 1.09, 0.71], [0.96, 3.73, 5.49], [1.16, 5.19, 2.51], [-4.94, 0.23, 4.01], [7.31, 6.78, 4.59], [-4.93, -0.38, 0.26], [6.45, 7.96, 4.21], [2.58, 4.58, 4.05], [3.97, -1.42, 4.64], [6.98, 8.72, 3.64], [1.76, -0.06, 2.79], [0.19, -0.68, 1.18], [-2.20, -3.70, -0.69], [5.04, -1.26, 5.69], [-0.94, -0.63, -8.50], [-2.09, -3.01, -1.54], [-0.69, 3.99, 4.08], [-1.39, -0.40, -10.61], [-1.21, -1.25, -9.36], [-3.78, -1.92, -10.68], [-3.28, 0.31, -11.45], [2.79, -0.36, 2.56], [-2.86, -5.86, 0.87], [-2.92, 0.86, -9.80], [0.95, -1.21, 3.34], [-2.48, -4.21, -6.64], [-2.40, -5.96, -0.11], [-5.65, -0.36, 2.18], [0.06, 5.49, 4.65], [-2.75, -5.23, -2.09], [4.39, 7.86, 3.50], [0.44, -1.87, 2.08], [0.63, 4.06, 6.47], [-2.53, -7.00, -0.44], [-3.23, -4.24, -4.40], [-4.01, 1.94, 1.99], [7.94, 6.50, 3.75], [-3.83, -5.35, -5.09], [5.16, 5.99, 3.98], [0.26, 4.45, 4.36], [4.50, 1.41, 5.45], [-0.46, -2.03, -9.49], [1.22, -2.50, 1.65], [-0.91, -4.13, -0.24], [-2.86, -0.87, 2.08], [6.38, 0.56, 4.18], [-3.12, -2.50, -5.48], [-5.10, 0.35, 1.06], [7.95, 6.96, 5.46], [0.81, 2.65, 5.42], [6.05, 8.43, 5.12], [-2.49, -1.85, -9.09], [1.15, 0.33, 1.55], [-4.06, -4.81, -0.96], [-0.36, -6.01, -0.85], [-1.60, -4.87, -6.63], [-0.45, -2.48, 2.24], [-3.09, 1.12, 0.71], [1.28, 3.44, 2.77], [-3.26, -6.25, -4.83], [6.65, 4.70, 4.64], [-0.81, -0.26, 1.34], [-2.64, 0.41, 3.29], [2.83, 5.63, 4.20], [3.43, 4.09, 3.56]], "lowdin_charge": [-0.203, -0.182, 0.119, 0.117, -0.201, 0.117, -0.181, 0.119, 0.120, 0.015, 0.119, 0.122, -0.168, 0.032, -0.194, -0.198, -0.206, 0.042, -0.201, 0.101, 0.114, 0.119, -0.211, 0.099, 0.117, 1.184, 0.094, -0.174, 0.117, -0.161, 0.108, 0.119, -0.176, 0.127, 0.120, -0.209, 0.122, 0.118, -0.179, 0.117, -0.173, -0.217, -0.015, 0.122, -0.226, -0.186, -0.201, -0.380, 0.118, 0.118, 0.118, -0.182, -0.206, 0.119, 0.117, 0.100, 0.116, 0.118, -0.181, -0.176, -0.179, -0.132, 0.122, 0.103, 0.122, -0.169, 0.120, 0.117, -0.161, 0.118, 0.119, -0.209, -0.177, -0.172, 0.054, 0.120, 0.123, -0.158, 0.098, 0.067, 0.119, -0.201, 0.119, 0.106, 0.122, -0.163, -0.131, 0.123, 0.118, 0.119, 0.116, 0.113, 0.109, 0.116, 0.102, 0.097, 0.112, 0.110, 0.108]}

Entry 3:
{"formula": "C22H33N7O4PPdS2", "method": "ωB97M-V with the def2-TZVPD basis set", "gap_ev": [6.937, 6.400], "e_homo_ha": [-0.442, -0.442], "spin_multiplicity": 2, "fmax_ev_per_a": 0.6, "total_charge": 2, "lumo_ev": [-5.09, -5.63], "total_energy_ev": -76401.0342, "symbols": ["H", "H", "H", "C", "C", "H", "H", "C", "H", "C", "O", "C", "N", "H", "H", "C", "H", "H", "N", "H", "C", "N", "H", "S", "C", "H", "N", "C", "H", "C", "H", "H", "N", "H", "C", "H", "Pd", "H", "C", "H", "H", "H", "P", "H", "H", "C", "S", "C", "H", "C", "O", "C", "O", "H", "N", "N", "C", "H", "C", "H", "H", "H", "H", "C", "H", "C", "O", "C", "C", "H"], "coordinates": [[4.54, 0.60, -0.66], [-3.81, 4.37, -1.17], [3.97, 5.81, -2.10], [7.72, -2.80, -8.40], [5.17, -0.28, -2.50], [2.79, 4.72, -0.19], [3.08, -1.99, -4.52], [3.43, -1.42, -3.67], [-0.85, -2.77, 4.22], [8.82, -2.18, -7.79], [-1.27, 3.64, -1.15], [5.65, -1.37, -4.72], [6.98, -1.05, -4.78], [3.42, -0.42, 1.30], [7.85, -3.28, -9.36], [1.61, -1.14, 1.84], [0.75, -4.13, 3.37], [9.78, -2.19, -8.30], [1.04, -3.57, 4.15], [2.46, 6.66, -1.75], [8.72, -1.55, -6.57], [5.24, -2.05, -5.76], [0.05, -2.57, 5.70], [0.67, 1.68, -2.22], [2.13, -3.97, 4.80], [2.07, -2.50, 6.22], [2.81, -5.03, 4.37], [0.40, -0.85, 2.65], [1.74, -2.04, 1.25], [2.58, -1.08, -2.65], [2.44, -5.63, 3.65], [3.62, -5.37, 4.86], [2.96, -0.38, -1.58], [-0.19, -0.43, 4.68], [0.13, -2.51, 4.61], [6.18, 0.07, -2.38], [1.64, 0.74, -0.35], [1.51, -0.83, 4.53], [6.48, -2.82, -7.81], [7.53, -0.54, -4.11], [-3.44, 3.67, 0.41], [-3.74, 5.41, 0.26], [0.21, 3.20, -0.96], [-1.29, 4.96, 0.48], [2.55, 5.56, -3.13], [4.24, 0.02, -1.52], [0.58, 2.38, 0.86], [2.88, 5.72, -2.11], [3.34, -3.65, 6.41], [-2.33, -1.34, 0.03], [-3.11, -2.11, 0.40], [7.46, -1.56, -5.97], [-1.53, -0.59, -0.35], [1.54, -1.39, -2.68], [2.48, -0.07, 1.46], [2.57, -3.30, 5.86], [2.47, 4.58, -1.22], [5.62, -3.30, -8.27], [-3.30, 4.54, -0.22], [2.53, 0.66, 2.17], [0.12, 0.20, 2.50], [-1.66, 5.66, -1.11], [2.85, 3.62, -1.59], [4.77, -1.02, -3.62], [-0.45, -1.43, 2.27], [-1.83, 4.81, -0.46], [1.01, 4.52, -1.21], [6.35, -2.18, -6.57], [0.51, -1.10, 4.17], [9.57, -1.07, -6.11]], "nbo_charge": [0.201, 0.230, 0.229, -0.216, -0.191, 0.195, 0.273, -0.201, 0.238, -0.176, -0.829, 0.307, -0.538, 0.409, 0.229, 0.007, 0.421, 0.228, -0.556, 0.229, -0.264, -0.406, 0.216, -0.367, 0.678, 0.429, -0.759, -0.499, 0.191, 0.050, 0.426, 0.429, -0.504, 0.243, -0.232, 0.220, 0.589, 0.202, -0.172, 0.418, 0.216, 0.235, 1.795, 0.185, 0.226, 0.024, -0.502, -0.630, 0.431, 1.021, -0.495, 0.181, -0.525, 0.221, -0.808, -0.762, -0.059, 0.232, -0.630, 0.411, 0.251, 0.207, 0.187, 0.003, 0.224, -0.057, -0.830, 0.052, -0.406, 0.225]}

Entry 4:
{"formula": "C11H13BrCe", "method": "ωB97M-V with the def2-TZVPD basis set", "gap_ev": [2.756, 2.846], "e_homo_ha": [-0.193, -0.197], "fmax_ev_per_a": 8.7, "lumo_ev": [-2.50, -2.51], "total_energy_ev": -94581.4365, "symbols": ["H", "C", "C", "C", "Br", "C", "H", "C", "H", "H", "C", "H", "H", "C", "H", "C", "Ce", "H", "H", "C", "H", "H", "C", "C", "H", "H"], "coordinates": [[-5.50, -1.11, -2.21], [-4.27, -2.80, -2.98], [-4.99, -2.03, -2.02], [1.53, 0.73, -1.53], [-2.13, -0.19, -1.03], [2.14, -0.90, 0.09], [-3.16, -4.73, -2.78], [1.01, -0.58, -1.98], [-4.13, -2.56, -4.02], [0.80, 3.09, -0.53], [-4.93, -2.72, -0.77], [1.38, 1.63, -2.01], [-5.37, -2.39, 0.15], [1.36, -1.58, -0.95], [2.48, -1.33, 0.97], [0.16, 2.55, 0.19], [-0.02, 0.05, 0.12], [-0.87, 2.96, 0.09], [0.53, 2.79, 1.21], [-4.16, -3.91, -0.96], [0.44, -0.75, -2.82], [2.68, 1.26, 0.32], [-3.75, -3.96, -2.32], [2.25, 0.52, -0.26], [-3.93, -4.63, -0.20], [1.07, -2.57, -0.95]], "lowdin_charge": [0.059, -0.181, -0.209, -0.169, 0.510, -0.167, 0.055, -0.148, 0.058, 0.005, -0.195, 0.091, 0.056, -0.145, 0.102, -0.232, 0.674, 0.002, 0.005, -0.174, 0.093, 0.104, -0.174, -0.176, 0.054, 0.104]}

Entry 5:
{"formula": "C18H18O6", "method": "ωB97M-V with the def2-TZVPD basis set", "gap_ev": 8.520, "smiles": "CC1=CC(=O)[C@@]2(C)C1=CC(=O)[C@@]13CO[C@]4(C)[C@@H](OC(=O)[C@@H]41)[C@H](O)[C@H]23", "e_homo_ha": -0.352, "fmax_ev_per_a": 4.2, "lumo_ev": -1.05, "total_energy_ev": -31242.1431, "symbols": ["H", "C", "O", "H", "H", "H", "H", "H", "O", "C", "H", "H", "C", "C", "H", "H", "C", "O", "C", "H", "C", "C", "H", "C", "C", "C", "C", "H", "H", "O", "O", "H", "C", "H", "H", "O", "C", "C", "C", "H", "C", "C"], "coordinates": [[0.17, 1.29, -0.68], [1.22, 2.11, 2.61], [1.72, -1.52, -1.54], [-1.35, 1.31, 2.95], [0.40, -0.95, -3.65], [1.78, 0.45, -2.08], [-0.20, -2.39, 0.56], [0.90, 2.20, 4.71], [3.34, 1.33, 0.02], [-1.93, -0.38, -1.40], [2.21, -1.67, 0.87], [-0.17, 3.24, 3.81], [-1.62, 0.03, 1.23], [2.38, 2.32, 1.89], [0.99, -1.42, 2.10], [-2.61, -1.30, -3.92], [-1.03, -0.45, -0.11], [-0.76, 0.77, -3.13], [0.45, 1.08, 1.90], [-2.76, -2.69, -2.89], [-1.00, -1.98, -0.03], [1.78, -0.93, 1.57], [3.21, 3.02, 2.12], [-0.08, -0.50, -2.80], [-1.23, -1.38, -2.24], [-1.78, 0.85, -2.22], [-0.84, 0.82, 2.15], [-2.96, -0.63, -1.20], [2.62, -0.75, 2.26], [-2.76, -0.28, 1.55], [-0.80, -2.44, -1.37], [1.04, -2.19, -1.36], [0.86, 2.87, 3.85], [1.59, 3.65, 4.07], [-1.38, -2.56, -4.04], [-2.51, 1.82, -2.07], [2.44, 1.36, 0.85], [-2.05, -2.02, -3.36], [1.28, 0.38, 0.87], [-1.93, -2.43, 0.29], [1.02, -0.29, -1.72], [0.37, 0.24, -0.41]], "nbo_charge": [0.235, 0.079, -0.727, 0.234, 0.217, 0.225, 0.202, 0.237, -0.530, -0.388, 0.250, 0.235, 0.531, -0.274, 0.208, 0.223, -0.067, -0.480, 0.092, 0.226, -0.091, -0.609, 0.243, 0.043, 0.256, 0.787, -0.310, 0.270, 0.227, -0.532, -0.546, 0.483, -0.656, 0.235, 0.223, -0.544, 0.531, -0.619, -0.173, 0.210, 0.080, -0.236]}

Entry 6:
{"formula": "C5H7OP", "method": "ωB97M-V with the def2-TZVPD basis set", "gap_ev": 8.505, "smiles": "OCC1=[PH]=CC=C1", "e_homo_ha": -0.309, "fmax_ev_per_a": 5.4, "lumo_ev": 0.09, "total_energy_ev": -16632.0137, "symbols": ["H", "H", "H", "C", "C", "C", "H", "O", "H", "H", "C", "H", "C", "P"], "coordinates": [[-2.88, 0.95, -0.06], [-0.74, 2.22, 0.05], [2.22, 1.02, 0.96], [-1.90, -0.95, -0.06], [1.80, 0.54, -0.01], [0.39, 0.21, 0.09], [-0.08, -1.78, 1.35], [2.64, -0.61, -0.04], [1.84, 1.05, -0.95], [-2.57, -1.58, -0.44], [-1.98, 0.40, -0.06], [2.21, -1.10, -0.79], [-0.78, 1.09, 0.02], [-0.15, -1.46, -0.05]], "nbo_charge": [0.215, 0.221, 0.208, -0.488, -0.123, -0.319, 0.039, -0.699, 0.190, 0.209, -0.216, 0.458, -0.233, 0.537]}